# 1
The following is a DFT calculation (the ωB97M-V functional and the def2-TZVPD basis) of C26H31Br36F3NO2 as an isolated structure at a distorted geometry.

CARTESIAN COORDINATES (ANGSTROEM)
C: 0.90 -2.27 0.80
C: 0.98 -1.71 -0.64
C: 0.57 -2.80 -1.66
C: -0.83 -2.61 -2.31
C: -0.92 -3.12 -3.80
C: -1.99 -3.21 -1.52
C: -2.03 -4.56 -1.13
C: -0.92 -5.53 -1.46
O: -0.27 -5.50 -2.45
O: -0.66 -6.49 -0.51
C: -3.11 -5.11 -0.43
C: -4.14 -4.29 -0.13
N: -4.12 -3.03 -0.51
C: -3.12 -2.46 -1.17
C: -3.33 -1.00 -1.52
C: -2.49 -0.01 -0.68
C: -2.92 0.09 0.79
F: -3.87 -0.77 1.15
F: -1.84 -0.08 1.57
F: -3.30 1.36 1.03
H: 1.70 -1.87 1.43
H: -0.08 -2.08 1.27
H: 1.04 -3.36 0.82
H: 2.04 -1.52 -0.81
H: 0.49 -0.74 -0.77
H: 0.73 -3.76 -1.19
H: 1.29 -2.75 -2.49
H: -1.02 -1.53 -2.37
H: -1.48 -4.06 -3.81
H: 0.07 -3.31 -4.20
H: -1.47 -2.39 -4.40
H: -0.94 -7.34 -0.88
H: -3.09 -6.16 -0.17
H: -4.98 -4.70 0.42
H: -4.93 -2.47 -0.29
H: -3.11 -0.88 -2.59
H: -4.41 -0.77 -1.43
H: -1.44 -0.30 -0.77
H: -2.58 0.97 -1.16
C: -4.32 -6.89 -4.45
Br: -2.68 -7.06 -5.45
Br: -5.05 -8.60 -3.96
Br: -4.08 -5.75 -2.90
H: -5.04 -6.41 -5.10
C: -0.98 -0.98 4.79
Br: -0.72 -2.54 5.88
Br: 0.70 -0.15 4.33
Br: -2.04 -1.37 3.22
H: -1.53 -0.27 5.38
C: -1.49 6.85 -1.03
Br: -3.29 6.50 -1.64
Br: -0.17 6.21 -2.27
Br: -1.23 8.71 -0.61
H: -1.36 6.30 -0.11
C: -1.45 -6.38 7.82
Br: -0.86 -8.09 8.48
Br: -0.11 -5.02 8.09
Br: -2.01 -6.48 5.98
H: -2.31 -6.10 8.41
C: 4.74 -4.25 -1.52
Br: 5.51 -5.09 0.03
Br: 2.93 -4.89 -1.84
Br: 4.92 -2.33 -1.46
H: 5.32 -4.57 -2.37
C: 2.45 3.44 1.32
Br: 3.01 1.72 1.97
Br: 3.80 4.78 1.59
Br: 1.89 3.37 -0.53
H: 1.59 3.73 1.90
C: 6.61 1.56 -2.83
Br: 7.90 0.13 -2.89
Br: 5.59 1.67 -4.46
Br: 5.47 1.42 -1.28
H: 7.16 2.49 -2.74
C: -2.96 10.35 2.78
Br: -2.22 9.68 4.43
Br: -4.83 9.90 2.61
Br: -2.65 12.24 2.57
H: -2.45 9.85 1.97
C: 1.46 12.03 4.36
Br: 1.47 10.79 2.88
Br: 2.62 11.45 5.79
Br: 1.87 13.82 3.78
H: 0.45 12.04 4.75
C: 2.99 0.30 7.47
Br: 4.46 -0.49 6.51
Br: 1.89 -1.04 8.31
Br: 3.60 1.62 8.74
H: 2.38 0.81 6.74
C: -1.51 8.89 -5.24
Br: -3.30 8.54 -5.86
Br: -0.18 8.24 -6.49
Br: -1.24 10.75 -4.83
H: -1.37 8.34 -4.32
C: 6.11 -4.32 -5.86
Br: 5.97 -2.50 -5.25
Br: 7.26 -5.36 -4.72
Br: 4.38 -5.14 -6.07
H: 6.57 -4.30 -6.84

Computed properties:
Total charge ... +1
Electronic energy ... -2562720.0568 eV
Multiplicity ... 1
LUMO level ... -4.47 eV
Strongest force on any atom ... 6.49 eV/A
Gap between HOMO and LUMO ... 6.77 eV
Highest occupied orbital energy ... -11.2 eV


# 2
The following is a DFT calculation (the ωB97M-V functional and the def2-TZVPD basis) of C26H31F6N5PS2SbSiTl as an isolated structure.

CARTESIAN COORDINATES (ANGSTROEM)
Tl: 0.07 -0.07 0.28
S: -0.67 -1.37 2.48
C: -2.14 -0.46 2.69
C: -2.64 -0.28 3.99
C: -3.82 0.39 4.24
C: -4.28 0.52 5.60
N: -4.64 0.60 6.69
C: -4.55 0.94 3.18
C: -4.06 0.79 1.89
C: -2.88 0.10 1.61
S: -2.43 -0.08 -0.07
C: -5.78 1.64 3.40
N: -6.77 2.20 3.57
H: -2.07 -0.69 4.81
H: -4.61 1.22 1.06
C: -1.01 2.67 -2.56
C: -0.20 3.20 -1.41
C: 0.10 4.55 -1.28
C: 0.83 4.94 -0.15
C: 1.22 4.03 0.79
C: 0.88 2.67 0.61
N: 0.20 2.31 -0.51
N: 1.14 1.65 1.45
Si: 2.04 1.50 2.89
C: 0.95 1.76 4.39
C: 3.48 2.72 3.03
C: 2.78 -0.21 2.96
H: -1.32 3.46 -3.23
H: -1.89 2.16 -2.18
H: -0.45 1.94 -3.14
H: -0.23 5.26 -2.02
H: 1.08 5.99 -0.02
H: 1.77 4.34 1.67
H: 0.46 2.74 4.36
H: 1.51 1.69 5.33
H: 0.17 0.99 4.40
H: 3.17 3.74 3.24
H: 4.08 2.72 2.11
H: 4.13 2.39 3.85
H: 2.05 -0.98 2.73
H: 3.20 -0.40 3.95
H: 3.59 -0.31 2.22
F: -0.93 -0.55 -3.61
P: -1.18 -0.45 -5.21
F: -0.21 0.86 -5.27
F: -1.41 -0.34 -6.81
F: -2.45 0.52 -4.95
F: -2.13 -1.75 -5.15
F: 0.11 -1.40 -5.47
N: 1.86 -1.09 -0.33
C: 2.45 -0.88 -1.50
C: 3.72 -1.51 -1.71
C: 4.40 -1.37 -2.90
C: 3.85 -0.61 -3.94
C: 2.61 0.01 -3.77
C: 1.93 -0.10 -2.58
H: 4.11 -2.10 -0.90
H: 5.36 -1.85 -3.04
H: 4.37 -0.52 -4.88
H: 2.15 0.55 -4.59
H: 0.96 0.35 -2.46
C: -0.26 -5.00 -2.43
Sb: -0.74 -3.51 -0.94
C: -2.70 -4.28 -0.52
C: 0.20 -4.62 0.65
H: -0.59 -5.99 -2.11
H: 0.82 -5.01 -2.58
H: -0.73 -4.73 -3.37
H: -2.68 -5.37 -0.44
H: -3.39 -3.98 -1.30
H: -3.04 -3.86 0.43
H: -0.08 -5.68 0.60
H: -0.11 -4.20 1.61
H: 1.29 -4.53 0.57

Computed properties:
Total charge ... -2
Electronic energy ... -101298.5720 eV
Multiplicity ... 2
LUMO level (alpha / beta) ... 4.20 / 3.52 eV
Strongest force on any atom ... 0.25 eV/A
Gap between HOMO and LUMO (alpha / beta) ... 7.29 / 6.65 eV
Highest occupied orbital energy (alpha / beta) ... -3.1 / -3.1 eV
Energy above the lowest of the compared OMol25 structures with the same formula, charge and spin ... 0.0 kJ/mol


# 3
The following is a DFT calculation (the ωB97M-V functional and the def2-TZVPD basis) of C26H31MnN8O5 as an isolated structure.

CARTESIAN COORDINATES (ANGSTROEM)
Mn: 0.14 -0.20 -1.17
C: -2.15 0.40 -4.65
O: -2.77 1.64 -4.32
C: -2.48 2.33 -3.19
C: -3.12 3.55 -3.07
C: -2.94 4.39 -1.97
C: -2.10 3.99 -0.96
C: -1.43 2.76 -1.04
C: -0.56 2.39 0.03
N: 0.13 1.30 0.10
N: 0.92 1.15 1.24
C: 1.54 0.00 1.18
O: 1.41 -0.84 0.20
C: 2.40 -0.40 2.31
C: 3.18 -1.55 2.20
C: 3.98 -1.95 3.26
C: 4.00 -1.22 4.43
C: 3.23 -0.07 4.55
C: 2.43 0.34 3.49
C: -1.62 1.90 -2.15
O: -1.02 0.74 -2.24
H: -2.57 0.13 -5.62
H: -2.38 -0.38 -3.93
H: -1.07 0.50 -4.74
H: -3.78 3.84 -3.88
H: -3.46 5.33 -1.92
H: -1.93 4.62 -0.10
H: -0.45 3.08 0.86
H: 3.14 -2.12 1.28
H: 4.59 -2.84 3.17
H: 4.63 -1.53 5.26
H: 3.24 0.51 5.46
H: 1.83 1.23 3.57
C: -4.64 -2.30 3.68
C: -3.38 -1.79 4.38
C: -3.33 -0.26 4.36
C: -2.12 -2.41 3.78
N: -1.94 -2.10 2.37
C: -1.41 -1.02 1.78
N: -1.48 -1.18 0.48
N: -2.07 -2.38 0.28
N: -2.35 -2.93 1.40
H: -5.53 -1.91 4.17
H: -4.69 -3.39 3.71
H: -4.66 -1.99 2.64
H: -3.39 -2.12 5.42
H: -3.38 0.13 3.34
H: -2.42 0.12 4.84
H: -4.18 0.15 4.91
H: -2.15 -3.49 3.85
H: -1.23 -2.05 4.30
H: -0.97 -0.18 2.30
C: 4.67 -1.06 -4.47
C: 3.76 -0.18 -3.69
C: 3.83 1.17 -3.39
C: 2.69 1.44 -2.62
N: 1.98 0.33 -2.46
N: 2.64 -0.64 -3.11
C: 2.25 2.74 -2.02
H: 5.29 -0.47 -5.14
H: 4.10 -1.78 -5.07
H: 5.33 -1.63 -3.81
H: 4.59 1.86 -3.70
H: 2.23 -1.59 -3.17
H: 2.90 3.54 -2.36
H: 2.30 2.70 -0.93
H: 1.23 2.97 -2.31
O: 1.21 -3.00 -3.46
C: 0.16 -2.84 -2.85
O: -0.14 -1.85 -2.10
H: -0.64 -3.58 -2.96

Computed properties:
Electronic energy ... -80945.0515 eV
Multiplicity ... 5
LUMO level (alpha / beta) ... -0.30 / -0.52 eV
Strongest force on any atom ... 0.65 eV/A
Gap between HOMO and LUMO (alpha / beta) ... 7.50 / 7.39 eV
Highest occupied orbital energy (alpha / beta) ... -7.8 / -7.9 eV
Energy above the lowest of the compared OMol25 structures with the same formula, charge and spin ... 18.3 kJ/mol


# 4
The following is a DFT calculation (the ωB97M-V functional and the def2-TZVPD basis) of a 2-piece molecular cluster, C26H31N4O3S overall at a distorted geometry.

CARTESIAN COORDINATES (ANGSTROEM)
C: -3.19 -3.70 0.29
S: -1.86 -2.47 0.45
C: -1.75 -2.05 2.21
C: -0.49 -3.44 0.20
C: -0.56 -4.67 -0.46
N: -0.51 -5.71 -1.01
H: -3.21 -4.05 -0.75
H: -2.99 -4.52 1.00
H: -4.13 -3.18 0.54
H: -0.83 -1.47 2.36
H: -2.63 -1.43 2.44
H: -1.75 -2.98 2.79
H: 0.44 -3.19 0.72
C: 0.05 4.74 0.67
N: 0.59 3.41 0.54
C: 1.80 3.07 1.07
O: 2.52 3.83 1.71
C: 2.07 1.61 0.73
C: 2.39 0.73 1.93
C: 3.58 1.20 2.75
C: 3.43 1.47 4.11
C: 4.49 2.00 4.85
C: 5.73 2.21 4.23
C: 5.90 1.88 2.88
C: 4.83 1.37 2.14
N: 0.85 1.23 0.02
C: 0.68 -0.02 -0.44
C: -0.37 -0.43 -1.26
C: -0.44 -1.72 -1.79
C: -1.48 -2.14 -2.71
C: -2.67 -1.39 -2.89
C: -3.57 -1.73 -3.92
N: -4.63 -0.82 -4.21
O: -5.39 -1.06 -5.18
O: -4.76 0.20 -3.49
C: -3.39 -2.90 -4.68
C: -2.27 -3.69 -4.44
C: -1.33 -3.33 -3.47
C: -0.10 2.35 -0.18
C: -1.47 2.06 0.46
C: -0.27 2.73 -1.67
H: 0.75 5.35 1.25
H: -0.10 5.21 -0.31
H: -0.92 4.71 1.18
H: 2.93 1.57 0.02
H: 1.50 0.69 2.58
H: 2.58 -0.29 1.57
H: 2.45 1.30 4.57
H: 4.34 2.24 5.90
H: 6.57 2.61 4.81
H: 6.87 2.02 2.39
H: 4.94 1.11 1.08
H: 1.46 -0.74 -0.17
H: -1.15 0.29 -1.51
H: 0.44 -2.36 -1.70
H: -2.91 -0.54 -2.26
H: -4.13 -3.13 -5.45
H: -2.11 -4.60 -5.01
H: -0.45 -3.95 -3.28
H: -1.34 1.93 1.55
H: -2.14 2.90 0.27
H: -1.93 1.15 0.06
H: 0.63 3.24 -2.02
H: -0.45 1.86 -2.30
H: -1.13 3.41 -1.76

Computed properties:
Total charge ... +1
Electronic energy ... -50391.4293 eV
Multiplicity ... 1
LUMO level ... -4.92 eV
Strongest force on any atom ... 3.88 eV/A
Gap between HOMO and LUMO ... 5.85 eV
Highest occupied orbital energy ... -10.8 eV
Energy above the lowest of the compared OMol25 structures with the same formula, charge and spin ... 123.7 kJ/mol


Please write out number 2 again, unchanged.
The following is a DFT calculation (the ωB97M-V functional and the def2-TZVPD basis) of C26H31F6N5PS2SbSiTl as an isolated structure.

CARTESIAN COORDINATES (ANGSTROEM)
Tl: 0.07 -0.07 0.28
S: -0.67 -1.37 2.48
C: -2.14 -0.46 2.69
C: -2.64 -0.28 3.99
C: -3.82 0.39 4.24
C: -4.28 0.52 5.60
N: -4.64 0.60 6.69
C: -4.55 0.94 3.18
C: -4.06 0.79 1.89
C: -2.88 0.10 1.61
S: -2.43 -0.08 -0.07
C: -5.78 1.64 3.40
N: -6.77 2.20 3.57
H: -2.07 -0.69 4.81
H: -4.61 1.22 1.06
C: -1.01 2.67 -2.56
C: -0.20 3.20 -1.41
C: 0.10 4.55 -1.28
C: 0.83 4.94 -0.15
C: 1.22 4.03 0.79
C: 0.88 2.67 0.61
N: 0.20 2.31 -0.51
N: 1.14 1.65 1.45
Si: 2.04 1.50 2.89
C: 0.95 1.76 4.39
C: 3.48 2.72 3.03
C: 2.78 -0.21 2.96
H: -1.32 3.46 -3.23
H: -1.89 2.16 -2.18
H: -0.45 1.94 -3.14
H: -0.23 5.26 -2.02
H: 1.08 5.99 -0.02
H: 1.77 4.34 1.67
H: 0.46 2.74 4.36
H: 1.51 1.69 5.33
H: 0.17 0.99 4.40
H: 3.17 3.74 3.24
H: 4.08 2.72 2.11
H: 4.13 2.39 3.85
H: 2.05 -0.98 2.73
H: 3.20 -0.40 3.95
H: 3.59 -0.31 2.22
F: -0.93 -0.55 -3.61
P: -1.18 -0.45 -5.21
F: -0.21 0.86 -5.27
F: -1.41 -0.34 -6.81
F: -2.45 0.52 -4.95
F: -2.13 -1.75 -5.15
F: 0.11 -1.40 -5.47
N: 1.86 -1.09 -0.33
C: 2.45 -0.88 -1.50
C: 3.72 -1.51 -1.71
C: 4.40 -1.37 -2.90
C: 3.85 -0.61 -3.94
C: 2.61 0.01 -3.77
C: 1.93 -0.10 -2.58
H: 4.11 -2.10 -0.90
H: 5.36 -1.85 -3.04
H: 4.37 -0.52 -4.88
H: 2.15 0.55 -4.59
H: 0.96 0.35 -2.46
C: -0.26 -5.00 -2.43
Sb: -0.74 -3.51 -0.94
C: -2.70 -4.28 -0.52
C: 0.20 -4.62 0.65
H: -0.59 -5.99 -2.11
H: 0.82 -5.01 -2.58
H: -0.73 -4.73 -3.37
H: -2.68 -5.37 -0.44
H: -3.39 -3.98 -1.30
H: -3.04 -3.86 0.43
H: -0.08 -5.68 0.60
H: -0.11 -4.20 1.61
H: 1.29 -4.53 0.57

Computed properties:
Total charge ... -2
Electronic energy ... -101298.5720 eV
Multiplicity ... 2
LUMO level (alpha / beta) ... 4.20 / 3.52 eV
Strongest force on any atom ... 0.25 eV/A
Gap between HOMO and LUMO (alpha / beta) ... 7.29 / 6.65 eV
Highest occupied orbital energy (alpha / beta) ... -3.1 / -3.1 eV
Energy above the lowest of the compared OMol25 structures with the same formula, charge and spin ... 0.0 kJ/mol